Record 1
Computed, not measured: a structure of composition C33H30AlBrN2O8PS, with the ωB97M-V functional and the def2-TZVPD basis.

```
77
Properties=species:S:1:pos:R:3:forces:R:3:mulliken_charge:R:1
Al -0.31560 -1.07635 -0.62074 0.0475 -0.0033 0.0241 0.7799
C -0.47808 -1.52454 3.21741 -0.0159 -0.0212 -0.0059 -1.3072
C 0.73936 -1.58083 2.36945 0.0121 0.0225 0.0207 0.2509
N 0.78024 -1.53280 1.04947 -0.0897 -0.0423 -0.0128 0.1333
C 2.09564 -1.63834 0.68163 0.0785 -0.0065 -0.0292 -0.0209
C 2.87450 -1.74390 1.78890 -0.0081 -0.0214 0.0429 0.4750
N 1.99566 -1.70885 2.84246 0.0066 -0.0145 -0.0226 0.0159
C 4.33791 -1.80683 2.03094 -0.0542 -0.0394 -0.0121 0.2764
O 5.10957 -1.88212 0.96533 -0.0013 -0.0094 0.0004 -0.5639
O 4.74932 -1.77124 3.16302 0.0266 -0.0099 0.0150 -0.6122
C 2.39221 -1.53743 -0.76424 -0.1047 0.0218 0.0052 0.6523
O 3.52462 -1.68882 -1.19912 0.0311 0.0081 -0.0007 -0.8772
O 1.33681 -1.25749 -1.45655 0.0842 0.0256 -0.0022 -0.1764
H -1.31967 -1.18494 2.61835 0.0135 0.0016 0.0035 0.1244
H -0.33587 -0.84935 4.06066 0.0074 0.0021 0.0038 0.4173
H -0.71298 -2.51587 3.60872 -0.0087 0.0072 0.0134 0.3581
H 2.29120 -1.76615 3.80696 0.0038 0.0083 -0.0037 0.2755
H 4.58748 -1.86383 0.11581 0.0007 -0.0179 0.0040 0.4096
O -0.33145 0.66914 -0.10238 -0.2060 0.0557 -0.2612 0.1002
P 0.32611 2.03141 0.03580 0.0054 -0.0537 0.1468 1.7529
C 0.30079 2.93100 -1.50710 0.1266 0.0485 0.0480 0.5451
C -0.76098 2.71805 -2.38404 -0.0173 -0.0215 0.0033 -0.5256
C -0.87061 3.49332 -3.52695 0.0020 -0.0128 -0.0034 -0.9188
C 0.07357 4.47584 -3.79540 0.0090 -0.0047 -0.0026 -0.5183
C 1.13332 4.68645 -2.92447 -0.0075 0.0042 -0.0143 -0.8051
C 1.24854 3.91751 -1.77697 -0.0076 -0.0044 -0.0137 -0.3412
C 2.00487 1.86485 0.62261 0.0457 0.0039 -0.0313 0.6856
C 3.01671 1.51125 -0.27252 -0.0084 0.0089 0.0163 -0.4716
C 4.28541 1.21696 0.20033 -0.0099 0.0368 -0.0181 -0.6979
C 4.54685 1.26919 1.56320 0.0070 0.0671 0.0117 -0.4819
C 3.54327 1.61986 2.45752 0.0199 0.0033 -0.0178 -1.0229
C 2.27242 1.91897 1.99127 -0.0036 -0.0045 0.0020 -0.8216
C -0.61196 2.95863 1.24437 -0.0085 -0.0404 -0.0034 0.1291
C -0.26169 4.27157 1.55551 0.0121 0.0096 0.0040 -0.3136
C -0.99737 4.97417 2.49368 0.0018 0.0057 0.0048 -0.7691
C -2.08318 4.37044 3.11768 -0.0001 -0.0024 -0.0028 -0.5219
C -2.43688 3.06699 2.80353 0.0042 0.0048 0.0038 -0.8258
C -1.70164 2.35558 1.86525 -0.0111 -0.0115 -0.0107 -0.2736
H -1.48921 1.94713 -2.16700 -0.0122 -0.0126 -0.0053 0.4324
H -1.69774 3.33922 -4.20775 0.0018 -0.0018 0.0032 0.4515
H -0.01738 5.08088 -4.68777 0.0007 0.0004 -0.0002 0.4173
H 1.86912 5.44943 -3.13934 0.0039 -0.0019 0.0053 0.4388
H 2.07869 4.08190 -1.10053 -0.0072 -0.0037 0.0004 0.4321
H 2.80735 1.44488 -1.33374 0.0123 0.0018 -0.0132 0.4208
H 5.06330 0.92711 -0.49268 0.0066 0.0036 -0.0016 0.4293
H 5.53433 1.02367 1.93209 -0.0058 -0.0035 -0.0029 0.4246
H 3.75379 1.65902 3.51818 0.0032 -0.0036 -0.0024 0.4512
H 1.49149 2.19557 2.68932 -0.0072 0.0049 -0.0066 0.4493
H 0.58236 4.74638 1.06829 -0.0008 -0.0038 -0.0036 0.4067
H -0.72844 5.99288 2.73794 0.0017 -0.0007 0.0007 0.4311
H -2.65758 4.92366 3.84881 -0.0016 0.0000 0.0001 0.4076
H -3.28803 2.60401 3.28465 -0.0002 0.0010 0.0015 0.4547
H -1.97546 1.34119 1.60213 0.0029 0.0084 0.0050 0.5116
Br -6.49112 -3.82631 2.25182 -0.0007 0.0054 0.0024 -0.1722
C -4.96093 -4.31058 1.25712 -0.0001 -0.0105 -0.0038 -0.2699
C -4.78985 -5.62985 0.86149 -0.0016 -0.0022 0.0029 -0.3153
C -3.66598 -5.98843 0.13005 0.0000 0.0078 -0.0023 -0.8290
C -2.71847 -5.03559 -0.20509 -0.0038 -0.0074 0.0032 -0.5031
C -2.90396 -3.71777 0.19928 -0.0003 -0.0239 -0.0111 0.1310
C -4.02637 -3.34558 0.93314 0.0051 0.0133 0.0038 -0.1774
C -1.90018 -2.69773 -0.14423 0.0355 0.0105 -0.0010 0.8656
O -0.87897 -2.96137 -0.85690 -0.0148 -0.0338 0.0683 -0.5050
O -1.99443 -1.49479 0.26122 0.0115 -0.0166 0.0107 -0.5391
H -5.53195 -6.37065 1.12519 -0.0012 0.0013 0.0012 0.4267
H -3.53486 -7.01752 -0.17507 0.0022 -0.0005 -0.0006 0.4215
H -1.83558 -5.29963 -0.77039 0.0021 0.0031 0.0006 0.5441
H -4.15846 -2.31636 1.23534 0.0007 -0.0023 0.0001 0.6215
C -1.63021 -0.52612 -4.80181 -0.0061 0.0042 0.0074 -1.0351
S -1.47605 -1.63359 -3.41502 0.0440 0.0081 -0.0087 0.3780
C 0.02337 -2.46887 -3.90585 -0.0178 0.0099 0.0338 -0.8707
O -1.09132 -0.65484 -2.29405 -0.0081 0.0450 0.0179 -0.4103
H -0.71659 0.06024 -4.88900 -0.0065 -0.0055 0.0051 0.3185
H -2.48547 0.11711 -4.60950 -0.0165 0.0110 0.0055 0.3562
H -1.80972 -1.11730 -5.69859 0.0012 -0.0063 -0.0015 0.4564
H 0.82229 -1.74143 -4.03048 -0.0029 0.0151 -0.0143 0.2438
H -0.19742 -2.99860 -4.83250 0.0088 -0.0065 -0.0034 0.5694
H 0.27721 -3.17290 -3.11817 -0.0121 -0.0114 -0.0020 0.2208
```
Forces are in eV/Å.

Properties
Gap between HOMO and LUMO = 9.2 eV
Lowest unoccupied orbital energy = -2.2 eV
Energy above the lowest of the compared OMol25 structures with the same formula, charge and spin = 0.0 kcal/mol
E = -150837.41260 eV
2S+1 = 1
F_max = 0.3 eV/A
Charge = +1

Record 2
Computed, not measured: a structure of composition C33H30AsF6N2RuSb at a distorted geometry, with the ωB97M-V functional and the def2-TZVPD basis.

```
74
Properties=species:S:1:pos:R:3:forces:R:3:mulliken_charge:R:1
Ru -1.11573 -0.49504 0.26852 -0.8018 -0.6133 0.0383 0.8968
C 0.20933 3.00098 1.50221 0.0132 -0.0118 0.0615 -1.5204
C 0.68343 1.55202 1.64053 -0.0049 -0.0265 0.0712 4.2025
C 0.39730 1.00496 3.01610 -0.1218 -0.0754 -0.0735 -0.1968
C 1.10074 1.52425 4.06293 -0.0080 -0.0413 0.2110 -0.4786
C 0.78579 1.17788 5.39392 -0.0018 0.0163 -0.0732 -1.0408
C -0.33784 0.39885 5.68015 0.1086 0.0831 0.0275 -0.9085
C -1.09262 -0.15318 4.67748 -0.0125 -0.0292 -0.1582 0.5977
C -2.43218 -0.77453 5.00883 -0.0209 0.0487 0.0012 -0.6951
C -3.24014 0.06154 6.00904 0.0196 -0.0097 -0.0082 -1.4109
C -0.59909 -0.00074 3.31093 0.0025 -0.0345 -0.0046 0.7148
N -1.02712 -0.83758 2.31537 0.0282 0.0013 -0.1027 0.2353
C -1.58877 -2.05283 2.61789 0.1333 0.1124 0.0986 -0.6861
C -2.29284 -2.67068 1.63440 -0.1761 -0.0294 -0.1190 0.1138
C -3.11328 -3.82985 1.51751 0.0942 -0.0738 0.0689 -0.7072
C -3.67415 -3.80060 0.26082 -0.0032 0.0980 0.0012 -0.9778
C -3.19979 -2.64079 -0.39299 0.1070 0.0182 0.1109 -0.1858
N -2.37203 -1.97199 0.42070 0.1107 0.1048 -0.2350 0.3409
H 0.46230 3.39739 0.52260 -0.0022 0.0009 -0.0269 0.3514
H 0.69177 3.62130 2.25709 -0.0021 -0.0018 -0.0140 0.4934
H -0.86919 3.07575 1.63969 -0.0029 -0.0002 -0.0031 0.4002
H 1.74977 1.46906 1.41309 -0.0001 0.0027 0.0503 0.5436
H 0.18424 0.96149 0.85446 0.1507 0.1367 -0.1565 -3.2402
H 1.90600 2.22306 3.87448 0.0019 0.0029 0.0212 0.6009
H 1.37652 1.58574 6.20459 -0.0025 -0.0003 -0.0093 0.4597
H -0.64223 0.27072 6.70954 0.0167 0.0113 0.0027 0.4746
H -2.28606 -1.77697 5.42488 0.0032 -0.0044 0.0100 0.3800
H -3.02489 -0.89046 4.09930 -0.0060 0.0084 -0.0011 0.3866
H -2.78124 0.08201 6.99535 -0.0025 -0.0037 -0.0022 0.3879
H -4.22927 -0.37737 6.12402 -0.0016 -0.0016 -0.0004 0.4127
H -3.36092 1.08645 5.65900 0.0025 -0.0048 -0.0028 0.3949
H -1.44468 -2.48750 3.59687 -0.0003 0.0041 -0.0230 0.7979
H -3.26872 -4.57364 2.28458 -0.0117 0.0100 -0.0048 0.5622
H -4.37092 -4.50726 -0.16095 0.0007 -0.0053 0.0159 0.5192
H -3.43221 -2.28303 -1.38539 0.0156 0.0145 0.0077 0.5877
F -2.09648 -0.14131 -1.60111 0.0344 0.0329 0.1991 -0.5504
Sb -2.66144 1.80698 -1.45886 0.3640 0.1383 0.0965 2.2654
F -0.76535 1.88402 -1.10349 -0.0726 0.0706 -0.0204 -0.4217
F -2.33218 2.02938 -3.26127 -0.0198 -0.0116 -0.0866 -0.4848
F -2.86337 3.55677 -0.93345 -0.1340 0.0648 -0.0335 -0.4731
F -4.40650 1.25362 -1.64026 -0.0880 -0.0348 0.0293 -0.4784
F -2.67046 1.20564 0.41551 0.1132 -0.0365 0.0289 -0.6674
C 6.40680 0.61300 -2.65827 -0.0368 -0.0028 0.0148 -0.4841
C 5.80830 -0.02165 -1.56583 0.0406 0.0225 -0.0447 -0.7605
C 4.45858 0.13168 -1.34114 -0.0292 0.0213 -0.0259 -0.3381
C 3.69831 0.88498 -2.25194 0.0064 0.0128 0.0305 1.0723
C 4.30400 1.56045 -3.32566 -0.0216 -0.0269 0.0365 -0.4405
C 5.65715 1.39854 -3.53433 0.0388 -0.0256 0.0226 -0.7419
As 1.83812 1.09383 -2.00214 0.0305 -0.0069 -0.0202 1.2243
C 0.88996 1.17266 -3.64355 0.0501 0.0623 0.0077 0.4234
C 0.81976 2.22142 -4.54297 0.0282 -0.0245 0.0233 -0.6752
C 0.06438 2.04702 -5.69694 -0.0067 0.0054 -0.0215 -0.7769
C -0.60763 0.85360 -5.91931 -0.0106 -0.0361 0.0000 -0.8828
C -0.54571 -0.18623 -4.99684 -0.0367 -0.0083 -0.0628 -0.7082
C 0.19974 -0.03197 -3.83897 0.0033 -0.0659 0.0078 0.2446
C 0.32569 -1.03179 -2.76040 -0.1319 -0.0770 -0.1114 0.5286
C -0.17808 -2.33670 -2.79948 0.0104 0.0201 -0.0351 -0.2538
C -0.02342 -3.19074 -1.71794 -0.0655 0.0046 -0.0876 -1.3904
C 0.60843 -2.75974 -0.55611 0.0589 0.1059 0.0988 -0.4326
C 1.13780 -1.46306 -0.49725 0.1514 0.0930 0.1250 -1.2386
C 1.01963 -0.61865 -1.61434 0.0941 -0.0140 0.1373 0.7140
H 7.47009 0.49859 -2.82282 0.0009 0.0004 0.0012 0.4276
H 6.40618 -0.62737 -0.89888 0.0019 0.0032 -0.0031 0.4304
H 3.99363 -0.35164 -0.49077 -0.0042 0.0023 -0.0007 0.2096
H 3.71849 2.16451 -4.00605 -0.0087 0.0083 -0.0036 0.2615
H 6.13532 1.88026 -4.37603 0.0039 -0.0003 0.0022 0.4362
H 1.32584 3.16086 -4.36193 0.0018 -0.0042 0.0057 0.5606
H -0.00395 2.84892 -6.41928 -0.0057 -0.0008 0.0023 0.4670
H -1.19561 0.73200 -6.81881 -0.0009 -0.0046 0.0007 0.4574
H -1.08671 -1.10244 -5.19415 0.0036 -0.0001 -0.0069 0.4295
H -0.67551 -2.69548 -3.69134 0.0054 0.0045 -0.0030 0.5157
H -0.39387 -4.20605 -1.77882 0.0039 -0.0004 -0.0174 0.5198
H 0.73793 -3.43354 0.28113 0.0061 0.0104 0.0101 0.6242
H 1.73087 -1.16978 0.36655 -0.0047 -0.0101 -0.0754 0.5811
```
Forces are in eV/Å.

Properties
Gap between HOMO and LUMO (alpha / beta) = 6.6 / 4.9 eV
Lowest unoccupied orbital energy (alpha / beta) = -10.1 / -11.9 eV
Energy above the lowest of the compared OMol25 structures with the same formula, charge and spin = 2.1 kcal/mol
E = -123924.16574 eV
2S+1 = 6
F_max = 1.0 eV/A
Charge = +3

Record 3
Computed, not measured: a structure of composition C33H30CoI2N2O3S at a distorted geometry, with the ωB97M-V functional and the def2-TZVPD basis.

```
72
Properties=species:S:1:pos:R:3:forces:R:3:mulliken_charge:R:1
Co -0.70170 1.28908 1.36211 -0.1842 -0.0940 0.7107 -0.0369
I -5.93650 -3.29122 4.40014 0.0289 0.0176 -0.0081 0.0531
C -4.24603 -2.31256 3.66043 -0.0567 -0.0066 0.0202 -0.4390
C -3.14204 -3.04757 3.26238 0.0274 -0.0610 0.0111 -0.5224
C -2.03607 -2.38544 2.76316 0.0207 0.0762 -0.0398 -0.2511
I -0.36477 -3.47618 2.15233 -0.0340 -0.0014 0.0320 0.0574
C -1.97971 -0.98349 2.64587 -0.0254 0.0451 0.0385 0.1631
O -0.89842 -0.40243 2.18728 0.0935 -0.2841 -0.2296 -0.3136
C -3.12192 -0.26289 3.06625 0.0389 -0.0412 -0.0462 0.6794
C -3.13623 1.24055 3.00366 -0.0515 0.0009 0.0112 -0.9211
N -2.65096 1.72879 1.70215 0.1688 0.1092 -0.0930 0.3218
C -2.77434 3.19074 1.48765 -0.0644 0.0273 0.0424 -1.5861
C -1.48826 3.60599 0.76107 -0.3964 -0.1024 -0.9788 2.9707
C -1.44145 5.01475 0.24132 0.1401 0.3322 0.5762 -1.7103
C -0.34574 5.75275 0.47069 -0.1080 -0.0415 -0.0926 -0.1277
C 0.77669 5.22546 1.20414 0.0595 -0.1555 0.1314 -0.9542
C 0.67254 3.97496 1.73230 0.1966 0.1307 -0.0228 -0.2430
N -0.42091 3.18766 1.65674 0.0362 -0.0399 -0.4298 -0.2596
C -4.23296 -0.93176 3.55715 -0.0445 -0.0027 -0.0025 -0.8095
H -3.14092 -4.12600 3.33876 0.0014 0.0016 -0.0116 0.3816
H -2.49727 1.68720 3.77006 0.0480 -0.0371 -0.0288 0.3729
H -4.15977 1.58760 3.17643 0.0297 0.0458 0.0507 0.3669
H -3.17090 1.25466 0.96796 0.0190 -0.0514 0.0228 0.2455
H -2.78973 3.69267 2.45405 0.0077 0.0152 -0.0149 0.5105
H -3.67710 3.44649 0.92916 -0.0209 -0.0546 -0.0010 0.3851
H -2.27605 5.36643 -0.35167 -0.0145 0.0162 0.0336 0.4253
H -0.29381 6.76307 0.08124 0.0015 -0.0029 -0.0148 0.4226
H 1.66312 5.81844 1.36717 0.0044 -0.0074 0.0140 0.3998
H 1.48529 3.55783 2.31966 0.0224 -0.0085 -0.0443 0.3087
H -5.09977 -0.36037 3.86657 0.0006 0.0037 -0.0011 0.3838
C 6.26608 -3.20762 1.77968 0.0062 -0.0048 0.0048 -1.5184
C 4.99592 -2.46443 1.48093 -0.0099 -0.0019 0.0091 0.6800
C 4.61304 -1.36994 2.24293 -0.0056 -0.0111 0.0105 -0.9295
C 3.44237 -0.66763 1.98769 -0.0088 -0.0403 -0.0177 0.6198
C 3.07762 0.48058 2.88509 0.0156 0.0295 -0.0050 -1.3512
C 2.63017 -1.09946 0.92196 0.1567 0.0618 -0.1194 0.5100
C 1.39888 -0.41179 0.58692 -0.1950 0.0058 -0.1298 0.6558
O 1.13817 0.74906 0.90046 0.1995 0.0365 0.4057 -0.4242
C 2.98356 -2.23157 0.15598 -0.0228 0.0136 0.0323 0.8437
C 2.11764 -2.73918 -0.96839 0.0153 0.0072 -0.0478 -1.4913
C 4.16679 -2.88521 0.44358 -0.0097 -0.0044 0.0115 -0.9515
H 6.87881 -2.67260 2.50312 0.0014 -0.0002 0.0004 0.3645
H 6.85265 -3.35604 0.87243 0.0007 -0.0002 -0.0006 0.3687
H 6.04334 -4.19482 2.18917 0.0002 -0.0013 0.0000 0.3094
H 5.24178 -1.05416 3.06751 -0.0005 0.0009 0.0024 0.3264
H 3.68202 0.44495 3.79052 0.0111 0.0129 -0.0088 0.4064
H 2.02449 0.45156 3.16205 -0.0049 -0.0010 0.0098 0.1629
H 3.24925 1.43667 2.38909 -0.0224 0.0002 -0.0066 0.2553
H 0.66116 -0.97529 0.00531 -0.0481 -0.0426 0.0689 0.1555
H 1.12678 -3.02509 -0.60895 -0.0008 0.0047 -0.0108 0.2584
H 2.57336 -3.61813 -1.42114 0.0030 0.0045 -0.0023 0.3677
H 1.98405 -1.99184 -1.75247 -0.0113 0.0077 0.0007 0.3573
H 4.45340 -3.74689 -0.14893 0.0014 0.0010 -0.0047 0.3736
C -1.61262 -2.27381 -8.17808 -0.0092 0.0009 -0.0125 -1.0826
C -1.50294 -1.37804 -6.97239 -0.0158 0.0412 0.0216 0.7387
O -2.18905 -0.41559 -6.77940 -0.0021 -0.0205 -0.0212 -0.5113
S -0.23334 -1.92879 -5.82863 0.0680 -0.0219 0.0618 -0.2445
C -0.48121 -0.78027 -4.50206 -0.0276 -0.0116 -0.0602 0.1151
C -1.05989 -1.21657 -3.31699 0.0364 -0.0317 0.0294 -0.5884
C -1.29384 -0.31820 -2.29016 0.0457 0.0123 0.0217 -0.3879
C -0.95237 1.02689 -2.44313 -0.1155 0.0106 -0.1687 0.3673
C -0.34596 1.45169 -3.62675 0.0027 -0.0149 0.0293 -0.7415
C -0.11199 0.55133 -4.64949 0.0396 -0.0093 0.0018 -0.4839
C -1.23816 1.96405 -1.39869 0.2864 -0.2460 0.3245 0.1727
C -1.39258 2.69129 -0.44773 -0.2055 0.3674 -0.0265 -0.8578
H -1.89961 -1.67481 -9.03971 0.0016 -0.0027 0.0007 0.3095
H -2.39857 -3.00575 -7.98553 -0.0008 0.0010 -0.0013 0.2808
H -0.68423 -2.80712 -8.37474 0.0029 -0.0006 -0.0014 0.3559
H -1.33154 -2.25779 -3.20284 -0.0290 0.0023 -0.0077 0.4882
H -1.74351 -0.65343 -1.36343 -0.0397 0.0012 -0.0057 0.4718
H -0.05784 2.48864 -3.73226 -0.0386 0.0123 -0.0164 0.5107
H 0.35367 0.87989 -5.56871 -0.0156 0.0023 -0.0069 0.4643
```
Forces are in eV/Å.

Properties
Gap between HOMO and LUMO (alpha / beta) = 6.1 / 6.2 eV
Lowest unoccupied orbital energy (alpha / beta) = -0.5 / -0.4 eV
Energy above the lowest of the compared OMol25 structures with the same formula, charge and spin = 29.7 kcal/mol
E = -108492.42150 eV
2S+1 = 2
F_max = 1.1 eV/A